Entry 1:
A cluster of 2 separate species, C19H47N6O5P2 in total, computed with ωB97M-V/def2-TZVPD.

The geometry in XYZ format:
```
79
Properties=species:S:1:pos:R:3:lowdin_charge:R:1
C 9.96221 -1.76003 -1.29717 -0.057
C 9.73452 -1.18040 -2.69147 -0.198
O 8.42023 -0.60140 -2.83635 -0.025
C 7.46069 -1.45409 -3.23802 -0.498
O 7.49641 -2.64243 -3.07281 0.139
C 6.33573 -0.74747 -3.96376 -0.060
C 5.82149 0.51998 -3.24086 -0.182
C 4.39704 0.32636 -2.70617 -0.183
N 3.69554 1.63356 -2.54116 -0.207
C 2.32479 1.50011 -1.94080 -0.195
C 1.50664 0.33259 -2.49333 -0.169
C -0.00150 0.51430 -2.23169 -0.151
C -0.56161 -0.57426 -1.30564 -0.205
N -1.95707 -0.90243 -1.57753 -0.124
C -2.36174 -2.03904 -0.72311 -0.043
C -2.12053 -1.32319 -2.94228 -0.506
C -3.48770 -1.07165 -3.52517 0.012
O -1.22483 -1.83750 -3.56555 0.102
P 4.75031 2.74870 -1.39090 0.897
N 3.71931 3.90014 -0.77500 -0.135
O 5.53558 3.59938 -2.51809 -0.241
H 9.26529 -1.29400 -0.60087 0.081
H 10.97864 -1.57875 -0.95513 0.077
H 9.77128 -2.83019 -1.30189 0.076
H 9.87333 -1.96001 -3.43899 0.124
H 10.45478 -0.39571 -2.90704 0.120
H 6.76349 -0.42882 -4.91644 0.135
H 5.54801 -1.46322 -4.18417 0.125
H 6.52278 0.76209 -2.44295 0.095
H 5.82495 1.34825 -3.95160 0.112
H 3.87274 -0.28300 -3.43598 0.121
H 4.41794 -0.15786 -1.73132 0.142
H 3.62577 2.12634 -3.43428 0.159
H 1.79210 2.44204 -2.04861 0.115
H 2.48343 1.35403 -0.86825 0.122
H 1.71924 0.19537 -3.55556 0.121
H 1.86857 -0.57380 -2.00650 0.112
H -0.13231 1.47331 -1.72356 0.108
H -0.53107 0.57338 -3.17756 0.112
H -0.53298 -0.18983 -0.28199 0.129
H 0.08276 -1.46285 -1.29946 0.113
H -3.32054 -2.42422 -1.06445 0.089
H -1.62993 -2.85244 -0.78071 0.096
H -2.47531 -1.68014 0.29875 0.080
H -3.87875 -0.13550 -3.13120 0.086
H -4.16097 -1.86112 -3.18780 0.087
H -3.43269 -1.03517 -4.60823 0.086
H 3.08856 4.36528 -1.42429 0.069
H 3.16466 3.54699 -0.00212 0.056
H 6.48527 3.47738 -2.38914 0.074
O -4.14833 -0.05859 2.14048 -0.297
P -5.06807 -0.04673 3.29844 0.576
N -5.34085 1.59180 3.63760 -0.293
C -5.82016 2.12366 4.90113 -0.118
C -5.73289 2.40623 2.48836 -0.127
N -4.14804 -0.77426 4.53237 -0.315
C -4.16883 -0.35252 5.91987 -0.137
C -2.81925 -1.24437 4.16053 -0.131
N -6.53411 -0.72326 3.82219 -0.278
C -6.54445 -2.20459 3.82928 -0.115
C -7.69881 -0.28856 3.01695 -0.118
H -6.86386 1.86966 5.13069 0.085
H -5.74933 3.21182 4.87079 0.082
H -5.20384 1.81136 5.73406 0.044
H -6.75840 2.22166 2.14670 0.067
H -5.06416 2.21512 1.65004 0.071
H -5.65138 3.46443 2.73781 0.079
H -3.57941 0.55751 6.08746 0.083
H -3.74408 -1.14020 6.54735 0.081
H -5.18712 -0.19776 6.27255 0.075
H -2.08597 -0.43021 4.09769 0.084
H -2.84090 -1.75945 3.20472 0.061
H -2.47504 -1.96154 4.90926 0.080
H -6.37704 -2.62809 2.83384 0.087
H -7.51411 -2.54493 4.19132 0.081
H -5.78633 -2.59098 4.50297 0.072
H -7.56637 -0.46988 1.94589 0.090
H -7.89851 0.77050 3.16985 0.060
H -8.58497 -0.82687 3.34798 0.082
```

HOMO-LUMO gap ... 7.6565 eV
Charge ... +1

=====

Entry 2:
A cluster of 4 separate species, C19H48BO2P in total, computed with ωB97M-V/def2-TZVPD.

The geometry in XYZ format:
```
71
Properties=species:S:1:pos:R:3:lowdin_charge:R:1
C -2.34692 2.51927 0.40390 -0.317
P -2.48454 1.09324 -0.91416 0.843
O -1.52144 1.69280 -2.27283 -0.402
B -1.78550 -0.55438 -0.22721 -0.394
O -0.47896 -0.75168 0.43164 -0.085
H -3.06481 3.39313 0.02313 0.059
H -2.65496 2.13241 1.48543 0.048
H -1.23682 2.89037 0.37582 0.047
H -0.65929 1.18627 -2.34675 0.048
H -2.49359 -1.51756 -0.30196 0.030
H -0.55013 -0.60948 1.44085 0.122
C 2.71759 6.50753 -3.92244 -0.118
C 2.13197 5.69691 -5.06767 -0.275
C 0.74820 5.12537 -4.74578 -0.226
C 0.71415 4.13657 -3.57588 -0.228
C 1.62783 2.91850 -3.73270 -0.273
C 1.25626 2.04859 -4.92342 -0.111
H 2.86073 5.89706 -3.02682 0.065
H 3.69592 6.91058 -4.20723 0.070
H 2.06516 7.34862 -3.66708 0.076
H 2.82470 4.89589 -5.34570 0.098
H 2.04572 6.34527 -5.94767 0.104
H 0.34793 4.64450 -5.64574 0.101
H 0.06392 5.95400 -4.52090 0.110
H -0.31917 3.79144 -3.44426 0.096
H 0.97809 4.65255 -2.64715 0.101
H 1.56352 2.31154 -2.82157 0.094
H 2.67474 3.23041 -3.81790 0.100
H 0.22958 1.68097 -4.82897 0.071
H 1.92279 1.18242 -4.98123 0.070
H 1.34179 2.59452 -5.86736 0.068
C -3.57023 -0.31157 3.76955 -0.110
C -4.15585 -1.12219 2.62432 -0.277
C -5.53963 -1.69373 2.94621 -0.221
C -5.57368 -2.68254 4.11611 -0.228
C -4.66000 -3.90060 3.95929 -0.274
C -5.03157 -4.77051 2.76858 -0.115
H -3.42709 -0.92204 4.66517 0.069
H -2.59191 0.09148 3.48476 0.058
H -4.22267 0.52952 4.02492 0.080
H -3.46313 -1.92321 2.34629 0.096
H -4.24211 -0.47383 1.74432 0.095
H -5.93990 -2.17460 2.04625 0.103
H -6.22391 -0.86510 3.17109 0.112
H -6.60700 -3.02766 4.24773 0.111
H -5.30974 -2.16655 5.04484 0.100
H -4.72430 -4.50756 4.87042 0.106
H -3.61309 -3.58869 3.87409 0.098
H -6.05824 -5.13813 2.86302 0.077
H -4.36504 -5.63668 2.71076 0.071
H -4.94604 -4.22458 1.82463 0.066
C 4.59358 -4.50307 2.44052 -0.118
C 5.28745 -3.51409 1.51745 -0.275
C 4.89658 -2.06071 1.80032 -0.230
C 3.41321 -1.73869 1.59180 -0.229
C 2.87892 -2.03487 0.18827 -0.269
C 3.56065 -1.20919 -0.89160 -0.112
H 3.50695 -4.47057 2.32440 0.065
H 4.91965 -5.52413 2.21295 0.071
H 4.83593 -4.29468 3.48750 0.075
H 5.07906 -3.77322 0.47427 0.098
H 6.37154 -3.61542 1.64666 0.105
H 5.50777 -1.40308 1.17157 0.100
H 5.16350 -1.81516 2.83661 0.109
H 3.25481 -0.67618 1.81575 0.109
H 2.80869 -2.29118 2.31826 0.098
H 1.80399 -1.81845 0.16872 0.081
H 2.97957 -3.10060 -0.04551 0.101
H 3.42362 -0.13931 -0.70534 0.074
H 3.13168 -1.44063 -1.87154 0.069
H 4.63351 -1.41568 -0.94380 0.065
```

HOMO-LUMO gap ... 7.4267 eV
SMILES ... CP(O)BO.CCCCCC.CCCCCC.CCCCCC

=====

Strongest force on any atom in eV/A, matching the order above: 4.40 3.77